Record 1
{
  "formula": "C30H28ClN6O4V",
  "method": "the ωB97M-V functional and the def2-TZVPD basis",
  "fmax_ev_per_a": 1.361,
  "orbital_gap_ha": [0.1867, 0.1667],
  "e_homo_ha": [-0.092, -0.072],
  "multiplicity": 2,
  "lumo_energy_ev": [2.585, 2.585],
  "charge": -1,
  "energy_ev": -86910.064,
  "symbols": ["V", "C", "C", "C", "C", "C", "N", "C", "C", "C", "C", "C", "C", "C", "N", "C", "C", "C", "N", "C", "C", "N", "C", "C", "C", "N", "H", "H", "H", "H", "H", "H", "H", "H", "H", "H", "H", "H", "H", "H", "H", "H", "H", "H", "N", "C", "C", "C", "O", "O", "H", "H", "H", "H", "H", "H", "Cl", "C", "C", "C", "C", "C", "C", "C", "O", "O", "H", "H", "H", "H"],
  "coordinates": [[-1.16258, 0.79027, 0.10057], [4.30946, 3.31046, 3.77660], [3.42922, 2.55573, 2.81209], [3.84607, 2.25578, 1.51934], [3.00138, 1.62116, 0.63413], [1.69099, 1.21830, 0.97068], [0.82138, 0.70601, 0.03495], [1.33924, -0.00924, -1.04486], [2.26569, -1.04795, -0.86263], [2.77789, -1.78350, -1.91649], [2.37387, -1.54289, -3.22695], [2.88912, -2.36889, -4.38129], [1.42919, -0.54597, -3.42395], [0.92660, 0.20663, -2.36958], [-0.04469, 1.20757, -2.66754], [-0.08248, 2.01720, -3.75040], [-1.26299, 2.71346, -3.69895], [-1.90000, 2.24750, -2.53568], [-1.16633, 1.33147, -1.91474], [1.30314, 1.47421, 2.30485], [2.15448, 2.15443, 3.16977], [0.06286, 0.98835, 2.85431], [-0.20327, 0.83485, 4.17461], [-1.42935, 0.23511, 4.29224], [-1.85369, 0.04373, 2.97173], [-0.96180, 0.50738, 2.10129], [5.36446, 3.11687, 3.57415], [4.15528, 4.39168, 3.70601], [4.10798, 3.01826, 4.80917], [4.83790, 2.55297, 1.19004], [3.33390, 1.44400, -0.38092], [2.57395, -1.26713, 0.15287], [3.48961, -2.58112, -1.71675], [3.84857, -2.82732, -4.13540], [2.19569, -3.17601, -4.63838], [3.02569, -1.75887, -5.27741], [1.05585, -0.35011, -4.42425], [0.74125, 2.05977, -4.44419], [-1.60427, 3.47732, -4.37815], [-2.82906, 2.58821, -2.10814], [1.81245, 2.40040, 4.16796], [0.49356, 1.12600, 4.93791], [-1.93849, -0.03690, 5.20167], [-2.74241, -0.44733, 2.60760], [-3.43208, 0.73611, -0.05476], [-4.30382, 1.82455, 0.44823], [-3.53134, 2.79812, 1.33097], [-2.40960, 3.44782, 0.51948], [-2.65512, 4.51632, -0.04359], [-1.29786, 2.79807, 0.46422], [-3.66601, 0.49303, -1.00941], [-3.54265, -0.12708, 0.47578], [-5.16025, 1.42231, 0.99086], [-4.70298, 2.37911, -0.40275], [-3.11355, 2.26473, 2.18610], [-4.19752, 3.58599, 1.68366], [0.38189, -7.60806, -1.02598], [-0.31183, -6.03200, -0.71825], [0.20711, -4.92514, -1.36644], [-0.33938, -3.67553, -1.10459], [-1.40246, -3.53818, -0.22011], [-1.90999, -4.66305, 0.41270], [-1.36461, -5.91776, 0.17381], [-1.98523, -2.16710, 0.06623], [-3.09117, -2.08943, 0.61962], [-1.25492, -1.20881, -0.32512], [1.03144, -5.04087, -2.05893], [0.06940, -2.78569, -1.57002], [-2.74395, -4.53941, 1.09178], [-1.74882, -6.79994, 0.66864]],
  "atomic_forces_ev_per_a": [[-0.541, 0.276, -0.518], [-0.045, -0.003, -0.047], [0.087, 0.003, 0.035], [-0.001, 0.015, -0.048], [0.006, 0.016, -0.030], [-0.183, -0.151, -0.168], [0.949, -0.175, -0.231], [0.181, 0.270, 0.380], [0.095, -0.011, -0.013], [0.009, -0.038, 0.047], [0.048, -0.047, -0.061], [-0.055, 0.030, 0.055], [-0.079, -0.006, -0.030], [-0.179, 0.053, -0.036], [0.005, -0.245, 0.027], [0.061, 0.009, 0.091], [-0.083, 0.027, 0.017], [0.026, 0.014, -0.052], [0.203, 0.310, -0.921], [-0.186, -0.046, 0.076], [-0.114, 0.085, 0.104], [0.196, -0.014, -0.193], [0.064, -0.009, -0.058], [-0.099, -0.077, -0.006], [0.044, -0.126, 0.002], [0.036, -0.059, 1.360], [-0.012, 0.004, 0.008], [-0.001, -0.032, -0.007], [0.004, 0.007, -0.014], [-0.039, -0.025, 0.008], [-0.008, -0.023, 0.012], [0.028, 0.016, -0.020], [-0.041, 0.069, 0.008], [-0.021, 0.019, -0.008], [0.023, 0.036, 0.014], [-0.001, -0.023, 0.037], [-0.014, -0.010, 0.030], [-0.038, -0.048, 0.047], [0.018, -0.058, 0.052], [0.044, -0.016, 0.053], [-0.012, -0.022, -0.035], [0.026, -0.015, -0.045], [0.029, 0.003, -0.044], [-0.004, 0.070, -0.044], [-0.083, 0.273, 0.256], [0.165, -0.093, -0.079], [0.059, -0.120, 0.054], [0.327, 0.070, 0.011], [0.113, -0.092, 0.010], [-0.534, 0.316, -0.052], [-0.052, 0.017, -0.040], [-0.106, -0.124, -0.059], [-0.101, -0.079, 0.054], [0.005, 0.007, -0.065], [-0.009, 0.002, 0.017], [-0.051, -0.032, -0.012], [-0.013, 0.006, -0.002], [-0.035, 0.018, 0.033], [0.015, 0.097, -0.037], [0.130, -0.012, -0.035], [-0.005, 0.037, 0.021], [-0.064, -0.123, -0.026], [-0.047, 0.005, 0.032], [0.212, -0.121, -0.273], [-0.072, 0.030, 0.240], [-0.255, -0.111, 0.087], [-0.012, 0.026, 0.028], [-0.033, -0.061, 0.001], [0.016, -0.004, -0.001], [0.001, 0.014, 0.002]]
}



Record 2
{
  "formula": "C32H37N10O2STi",
  "method": "the ωB97M-V functional and the def2-TZVPD basis",
  "fmax_ev_per_a": 0.895,
  "orbital_gap_ha": [0.2178, 0.2523],
  "e_homo_ha": [-0.329, -0.374],
  "multiplicity": 3,
  "lumo_energy_ev": [-3.013, -3.315],
  "charge": 1,
  "energy_ev": -86728.853,
  "symbols": ["Ti", "C", "C", "N", "C", "C", "N", "C", "C", "N", "C", "C", "N", "C", "C", "C", "C", "C", "C", "C", "N", "H", "H", "H", "H", "H", "H", "H", "H", "H", "H", "H", "H", "H", "H", "H", "H", "H", "H", "H", "H", "H", "H", "H", "N", "C", "C", "C", "C", "C", "C", "S", "O", "O", "N", "C", "N", "C", "C", "C", "N", "H", "H", "H", "H", "H", "H", "H", "H", "H", "N", "C", "C", "C", "C", "C", "C", "C", "H", "H", "H", "H", "H"],
  "coordinates": [[0.28944, 0.43641, -0.75772], [0.41520, 4.54405, 0.78571], [0.10277, 3.12858, 0.45179], [0.94160, 2.17470, 0.27310], [2.38006, 2.20935, 0.43214], [2.77673, 0.92598, 1.19536], [1.70562, -0.09409, 1.11273], [2.07331, -1.36463, 1.78899], [2.33700, -2.49500, 0.80046], [1.27123, -2.62956, -0.18221], [-0.01106, -3.15455, 0.29842], [-1.09025, -2.58796, -0.62178], [-1.24283, -1.12197, -0.48518], [-2.47751, -0.65635, -0.40823], [-3.71319, -1.49583, -0.55345], [-2.58720, 0.75635, -0.14984], [-3.75744, 1.48632, 0.09604], [-3.67054, 2.81786, 0.43457], [-2.40812, 3.43086, 0.55294], [-1.29353, 2.68440, 0.28623], [-1.38390, 1.38342, -0.10246], [1.46835, 4.69823, 0.99843], [-0.17126, 4.88119, 1.63983], [0.14652, 5.15096, -0.08191], [2.74218, 3.08902, 0.96315], [2.82685, 2.21779, -0.56595], [2.97055, 1.16082, 2.24563], [3.69359, 0.51132, 0.77687], [0.92755, 0.27181, 1.66512], [1.24843, -1.63175, 2.45054], [2.95128, -1.21026, 2.42152], [2.46462, -3.43257, 1.34592], [3.27250, -2.31065, 0.26543], [0.97160, -1.67939, -0.35604], [-0.23612, -2.85898, 1.33484], [-0.02580, -4.24521, 0.24981], [-2.02766, -3.09882, -0.41927], [-0.80431, -2.81830, -1.65338], [-3.83991, -2.17517, 0.29219], [-3.66990, -2.09554, -1.46337], [-4.60072, -0.87450, -0.61295], [-4.72310, 1.00608, 0.03844], [-4.56701, 3.39033, 0.62841], [-2.32342, 4.46609, 0.84935], [-4.93894, 1.69805, -6.23707], [-3.77704, 2.00373, -5.55991], [-2.55326, 2.05655, -6.23617], [-1.38282, 2.31911, -5.55315], [-1.42125, 2.53547, -4.18148], [-2.62932, 2.49237, -3.49536], [-3.79852, 2.22495, -4.17632], [0.05725, 2.84465, -3.29933], [-0.26868, 3.67417, -2.16386], [1.07457, 3.26936, -4.20869], [0.46196, 1.40070, -2.62547], [0.92551, 0.35249, -3.36600], [1.22611, -0.67503, -2.53178], [1.73303, -1.78314, -3.07173], [1.93773, -1.87875, -4.43370], [1.54505, -0.78968, -5.20038], [1.03149, 0.32252, -4.68790], [-4.92920, 1.82284, -7.23529], [-5.80492, 1.97070, -5.80416], [-2.52869, 1.89493, -7.30690], [-0.43418, 2.36367, -6.06920], [-2.64858, 2.69129, -2.43051], [-4.74333, 2.20101, -3.64611], [1.95078, -2.58945, -2.38276], [2.36051, -2.76557, -4.87928], [1.64077, -0.81175, -6.28062], [-0.78548, 0.05498, 2.86065], [-1.80988, -0.46375, 2.90434], [-3.09174, -1.11062, 2.95763], [-4.24878, -0.33255, 2.96048], [-5.48442, -0.95695, 2.97546], [-5.56398, -2.34401, 2.98506], [-4.40862, -3.11450, 2.98615], [-3.16633, -2.50149, 2.97323], [-4.16991, 0.74624, 2.95617], [-6.38754, -0.36178, 2.98607], [-6.53188, -2.82701, 2.99588], [-4.47572, -4.19369, 3.00388], [-2.25867, -3.09048, 2.97991]],
  "atomic_forces_ev_per_a": [[-0.064, -0.069, 0.051], [-0.018, -0.002, -0.012], [0.073, -0.002, 0.012], [-0.031, 0.177, -0.031], [-0.027, -0.055, 0.064], [0.080, 0.012, -0.016], [-0.199, 0.106, -0.095], [0.054, -0.013, -0.023], [0.023, -0.057, 0.043], [-0.579, -0.065, 0.411], [0.050, 0.015, 0.025], [0.015, 0.005, -0.079], [-0.202, -0.208, 0.023], [0.072, -0.001, 0.050], [0.023, 0.022, -0.059], [0.024, 0.022, -0.007], [0.004, -0.026, -0.001], [0.015, 0.044, -0.023], [-0.034, -0.048, -0.003], [-0.056, -0.013, 0.048], [0.112, 0.042, -0.067], [0.004, -0.003, 0.002], [0.000, 0.005, 0.004], [0.006, -0.002, 0.011], [0.001, 0.010, -0.015], [-0.005, 0.003, -0.007], [0.010, -0.004, -0.002], [-0.014, -0.022, 0.003], [0.029, 0.005, 0.082], [-0.016, 0.023, -0.019], [-0.024, 0.008, 0.017], [0.016, 0.009, -0.009], [-0.006, 0.012, -0.021], [0.709, 0.118, -0.532], [-0.002, -0.026, -0.012], [-0.004, -0.002, -0.014], [-0.009, -0.018, 0.022], [-0.034, 0.012, -0.001], [0.003, -0.001, 0.011], [0.001, 0.001, 0.005], [-0.011, -0.009, -0.005], [-0.011, 0.014, 0.013], [-0.006, -0.004, -0.003], [0.004, 0.003, 0.002], [-0.008, -0.001, 0.000], [0.015, 0.000, -0.010], [-0.014, -0.006, -0.002], [0.009, -0.001, 0.024], [0.017, 0.001, -0.034], [-0.019, -0.002, 0.032], [0.010, 0.005, -0.002], [-0.036, -0.003, 0.148], [-0.004, 0.018, -0.085], [0.024, -0.003, -0.007], [0.024, -0.121, 0.053], [-0.021, 0.035, 0.085], [0.010, 0.028, 0.024], [-0.019, -0.005, -0.020], [-0.010, 0.012, -0.011], [0.010, -0.025, -0.008], [-0.005, 0.036, -0.008], [0.001, 0.000, -0.001], [0.001, 0.000, 0.000], [-0.002, -0.001, 0.000], [-0.001, 0.000, -0.002], [-0.004, 0.004, -0.012], [-0.002, -0.001, 0.002], [0.006, 0.008, 0.001], [-0.001, 0.000, -0.003], [0.000, 0.001, 0.001], [0.041, 0.008, -0.069], [-0.006, -0.008, 0.091], [-0.009, 0.071, -0.079], [-0.005, -0.030, 0.039], [0.005, -0.003, -0.008], [0.001, 0.004, -0.018], [0.006, -0.001, 0.014], [0.009, -0.026, 0.011], [0.000, -0.003, -0.002], [-0.002, 0.000, 0.001], [-0.002, -0.001, 0.010], [0.002, -0.004, -0.001], [0.003, -0.003, 0.001]]
}



Record 3
{
  "formula": "H2P2S4",
  "method": "the ωB97M-V functional and the def2-TZVPD basis",
  "fmax_ev_per_a": 3.820,
  "orbital_gap_ha": 0.2418,
  "e_homo_ha": -0.316,
  "lumo_energy_ev": -2.017,
  "energy_ev": -61951.088,
  "symbols": ["P", "P", "S", "S", "S", "S", "H", "H"],
  "coordinates": [[-1.73745, 0.97275, 0.23474], [-1.14266, -2.03179, 0.24766], [2.15465, -0.49802, -0.06144], [-1.12730, -0.63866, 1.72422], [-0.90319, -0.68984, -1.22014], [-0.72588, 2.59672, 0.43354], [1.65018, -0.41038, -1.25935], [1.83164, 0.69923, -0.09922]],
  "atomic_forces_ev_per_a": [[0.115, 0.027, 0.089], [0.038, 1.062, 0.123], [1.396, -2.668, 0.471], [-0.197, -0.429, 0.194], [-0.612, -0.302, -0.388], [-0.009, -0.509, -0.128], [-0.072, -0.840, -1.238], [-0.658, 3.659, 0.878]]
}



Record 4
{
  "formula": "C4H12",
  "method": "the ωB97M-V functional and the def2-TZVPD basis",
  "fmax_ev_per_a": 2.279,
  "orbital_gap_ha": 0.4647,
  "e_homo_ha": -0.423,
  "lumo_energy_ev": 1.127,
  "energy_ev": -4341.834,
  "smiles": "CC.CC",
  "symbols": ["C", "C", "H", "H", "H", "H", "H", "H", "C", "C", "H", "H", "H", "H", "H", "H"],
  "coordinates": [[2.27506, -0.71362, 0.01267], [2.23829, 0.77557, -0.39384], [3.07952, -1.04871, 0.65729], [1.43076, -0.94912, 0.68471], [2.08290, -1.39318, -0.81752], [1.23129, 1.11737, -0.21454], [2.62872, 0.99725, -1.38524], [3.07752, 1.19540, 0.17523], [-2.42357, -0.61460, -0.30100], [-2.07990, 0.57923, 0.66554], [-3.51206, -0.66528, -0.33636], [-1.94622, -0.46120, -1.25596], [-2.17837, -1.53863, 0.22286], [-2.70547, 1.43922, 0.42773], [-1.01637, 0.74615, 0.56491], [-2.41838, 0.31624, 1.66649]],
  "atomic_forces_ev_per_a": [[-1.552, -0.577, 0.203], [1.837, -1.172, 0.558], [0.740, 0.164, -0.555], [-0.062, 0.408, -0.231], [0.502, -0.084, -0.081], [0.159, 0.867, -0.010], [-0.687, -0.403, -0.456], [-0.951, 0.802, 0.568], [-0.677, 0.906, 1.978], [-0.998, -1.174, -0.850], [-0.041, 0.066, -0.701], [-0.078, -0.382, -0.303], [0.606, -0.134, -0.513], [0.499, 0.284, -0.351], [0.126, 0.522, 0.527], [0.576, -0.092, 0.218]]
}